Entry 1:
A single C14H16N4O3 molecule. Source: the Open Molecules 2025 dataset; level of theory: ωB97M-V/def2-TZVPD.

Values from the calculation:
E_LUMO (eV): 0.539
Frontier orbital gap (eV): 9.30
Energy above the lowest of the compared OMol25 structures with the same formula, charge and spin (eV): 1.290
Calculated total energy (eV): -26881.872
HOMO level (eV): -8.76
Structure (SMILES): CCOC(=O)/C(C#N)=C(\N)[C@H](C)C(=O)Nc1ccccn1

```
37
Properties=species:S:1:pos:R:3:forces:R:3
C -5.2032 -2.1066 -1.4561 0.13 0.27 0.29
C -5.3949 -1.0191 -0.4081 -0.44 -0.03 -0.47
H -6.1220 -1.3246 0.3470 0.09 0.08 -0.08
H -5.7183 -0.0869 -0.8839 -0.01 -0.16 0.15
O -4.1929 -0.7775 0.3174 0.30 0.04 0.16
C -3.3019 0.0539 -0.2342 0.04 0.10 -0.04
O -3.4818 0.6226 -1.2989 -0.11 -0.07 0.00
C -2.1042 0.1954 0.5867 -0.21 0.27 -0.61
C -1.0553 1.0051 0.1956 -0.10 -0.04 0.00
N -1.0985 1.7510 -0.9033 -0.04 -0.04 -0.17
H -1.9075 1.6291 -1.5067 0.08 0.05 0.08
H -0.2329 2.1489 -1.2460 -0.07 -0.04 0.09
C 0.1796 1.1191 1.0586 0.07 0.16 -0.12
C 1.4357 0.9519 0.2022 -0.24 -0.24 0.35
O 1.6243 1.6202 -0.7958 0.19 0.21 -0.19
N 2.2987 0.0232 0.6763 -0.11 -0.15 0.30
C 3.5442 -0.3561 0.1718 0.48 -0.05 -0.27
N 4.1293 -1.2923 0.9103 -0.42 0.11 0.20
C 5.3152 -1.7382 0.5385 0.23 -0.04 -0.14
C 5.9806 -1.2759 -0.5853 -0.01 0.05 -0.06
C 5.3643 -0.2968 -1.3512 -0.02 -0.16 0.22
C 4.1212 0.1812 -0.9762 -0.07 0.09 -0.06
H 3.6110 0.9403 -1.5433 -0.03 0.01 0.00
H 5.8465 0.0929 -2.2355 0.02 0.04 -0.06
H 6.9485 -1.6683 -0.8528 0.08 -0.05 0.00
H 5.7429 -2.4997 1.1765 0.11 -0.06 -0.01
H 2.0580 -0.4948 1.5130 -0.06 0.11 -0.14
H 0.1394 0.3558 1.8390 0.00 0.07 -0.16
C 0.2277 2.5077 1.7149 -0.01 -0.05 0.00
H -0.6723 2.6685 2.3030 -0.06 0.03 0.05
H 0.2987 3.2831 0.9563 0.00 0.04 -0.03
H 1.0916 2.5805 2.3714 0.06 0.02 0.06
C -2.0392 -0.5417 1.7792 0.16 -0.24 0.45
N -1.9598 -1.1421 2.7560 0.06 -0.16 0.33
H -4.8298 -3.0143 -0.9882 -0.01 -0.10 0.01
H -6.1526 -2.3185 -1.9397 -0.10 -0.05 -0.07
H -4.4903 -1.7771 -2.2084 0.01 -0.01 -0.07
```
Positions in Å, forces in eV/Å.

Entry 2:
A molecular structure, C26H27FeN3O5S. Source: the Open Molecules 2025 dataset; level of theory: ωB97M-V/def2-TZVPD.

Values from the calculation:
Total charge: +1
E_LUMO (alpha / beta) (eV): -2.864 / -4.025
Multiplicity: 6
Frontier orbital gap (alpha / beta) (eV): 8.35 / 7.17
Energy above the lowest of the compared OMol25 structures with the same formula, charge and spin (eV): 0.000
⟨S²⟩: 8.7568
Calculated total energy (eV): -87327.293
HOMO level (alpha / beta) (eV): -11.21 / -11.20

```
63
Properties=species:S:1:pos:R:3:forces:R:3
Fe -1.0057 -0.6290 -1.2818 -0.03 -0.04 0.27
O 3.1896 -0.6616 -1.8895 -0.04 -0.01 -0.02
C 1.9209 -0.3603 -1.7282 0.03 0.01 0.04
O 1.1764 -0.9662 -0.9771 0.06 0.12 -0.11
C 1.4914 0.8116 -2.5696 0.00 -0.07 0.02
O 0.1787 1.1919 -2.2050 -0.05 0.05 -0.03
C -0.6480 1.4536 -3.3568 -0.01 -0.03 0.01
C -0.9725 0.1218 -4.0414 0.06 -0.02 0.08
O -1.2044 0.0355 -5.2137 -0.05 0.04 -0.02
O -0.9400 -0.8840 -3.1850 -0.06 -0.08 -0.10
H 3.4066 -1.4466 -1.3602 0.02 -0.01 0.02
H 1.5496 0.4900 -3.6150 0.02 0.02 0.00
H 2.1926 1.6372 -2.4307 -0.01 0.01 0.02
H -0.1628 2.1417 -4.0467 0.01 0.00 0.01
H -1.5639 1.9045 -2.9742 -0.01 0.02 -0.04
C 3.7995 3.6017 2.2766 -0.02 0.00 -0.01
C 3.4105 2.1167 2.2549 0.00 -0.01 -0.01
C 3.9872 1.4895 0.9862 0.01 0.02 -0.01
C 4.0272 1.4052 3.4673 0.01 0.00 0.00
C 1.8898 1.9887 2.3189 0.01 0.00 0.03
C 1.2060 2.5339 3.4231 0.00 -0.01 0.00
C -0.1625 2.4687 3.5391 0.01 0.00 -0.01
C -0.8754 1.8308 2.5276 0.02 0.03 0.04
S -2.5883 1.6401 2.3781 -0.03 0.02 -0.02
C -2.3558 0.8326 0.8852 0.05 0.07 0.03
N -1.1060 0.6778 0.5080 0.09 -0.11 0.13
C -0.2305 1.2623 1.4311 -0.03 0.03 -0.04
C 1.1589 1.3561 1.3313 0.00 -0.02 -0.03
C -3.4436 0.3295 0.0570 -0.19 -0.09 -0.03
C -4.7927 0.5326 0.3387 0.07 0.02 0.05
C -5.7433 0.0118 -0.5224 -0.04 0.00 0.01
C -5.3517 -0.7012 -1.6491 0.02 -0.02 -0.05
C -4.0023 -0.8998 -1.9257 -0.06 0.06 0.09
C -3.0394 -0.3846 -1.0673 0.14 -0.01 -0.33
H 4.8849 3.7021 2.2274 0.00 0.00 0.00
H 3.4618 4.0972 3.1866 0.00 0.00 0.00
H 3.3675 4.1304 1.4249 0.00 0.00 0.00
H 5.0694 1.6219 0.9741 0.00 0.00 0.01
H 3.5899 1.9647 0.0856 0.01 0.00 -0.01
H 3.7862 0.4169 0.9418 -0.02 -0.03 0.00
H 5.1132 1.5110 3.4490 0.00 -0.01 0.00
H 3.7862 0.3405 3.4584 0.00 0.00 0.00
H 3.6684 1.8233 4.4078 0.01 0.01 0.00
H 1.7669 3.0277 4.2050 0.00 0.00 0.00
H -0.6694 2.9076 4.3878 0.00 0.00 0.00
H 1.6519 0.9380 0.4727 0.00 -0.05 -0.03
H -5.1020 1.0955 1.2121 -0.01 0.00 0.00
H -6.7943 0.1659 -0.3185 0.00 0.00 0.00
H -6.1027 -1.1007 -2.3187 0.00 0.01 0.00
H -3.7124 -1.4524 -2.8117 0.01 0.00 -0.01
N -0.1359 -3.5348 -2.6298 -0.03 -0.02 0.02
C -0.6118 -3.7216 -1.3720 0.00 -0.01 -0.05
C -0.6340 -5.0061 -0.7946 0.01 0.01 0.04
C -1.0930 -5.1639 0.4842 0.00 0.00 -0.01
C -1.5443 -4.0501 1.2045 0.01 -0.02 -0.02
C -1.5022 -2.8354 0.5841 0.01 0.00 0.02
N -1.0365 -2.6538 -0.6746 -0.04 0.07 0.07
H 0.0219 -4.3612 -3.1805 -0.01 -0.01 0.00
H -0.4436 -2.7152 -3.1413 0.05 0.03 -0.02
H -0.2950 -5.8506 -1.3787 0.00 0.00 0.00
H -1.1165 -6.1492 0.9305 0.00 0.00 0.00
H -1.9211 -4.1376 2.2119 0.00 0.01 0.00
H -1.8493 -1.9427 1.0889 -0.01 0.01 -0.01
```
Positions in Å, forces in eV/Å.

Entry 3:
A single C5H8O molecule. Source: the Open Molecules 2025 dataset; level of theory: ωB97M-V/def2-TZVPD.

Values from the calculation:
E_LUMO (eV): 0.876
Frontier orbital gap (eV): 10.52
Energy above the lowest of the compared OMol25 structures with the same formula, charge and spin (eV): 1.902
Calculated total energy (eV): -7360.354
HOMO level (eV): -9.65
Structure (SMILES): CC#C[C@@H](C)O

```
14
Properties=species:S:1:pos:R:3:forces:R:3
C 2.8325 -0.1056 0.0968 0.11 -0.01 0.02
C 1.4084 -0.0226 -0.2177 -0.51 0.02 -0.03
C 0.2211 0.0814 -0.3993 0.51 0.05 0.15
C -1.2173 0.3927 -0.4507 0.01 -0.26 -0.18
C -2.1010 -0.8169 -0.1760 -0.05 -0.06 -0.02
O -1.5319 1.3626 0.5416 0.07 0.27 0.04
H 3.2936 -1.0119 -0.3047 -0.11 0.10 0.00
H 2.9633 -0.1151 1.1835 0.04 0.01 -0.15
H 3.3678 0.7591 -0.3069 -0.05 -0.13 0.05
H -1.4536 0.7880 -1.4518 0.02 -0.04 0.18
H -1.8090 -1.3084 0.7565 0.00 0.12 -0.13
H -3.1360 -0.4777 -0.0819 0.11 -0.05 -0.04
H -2.0369 -1.5390 -0.9941 0.03 0.08 0.10
H -0.8158 2.0109 0.5594 -0.16 -0.11 0.01
```
Positions in Å, forces in eV/Å.

Entry 4:
2 unconnected molecules or ions with the total composition C3H5BrO at a distorted geometry. Source: the Open Molecules 2025 dataset; level of theory: ωB97M-V/def2-TZVPD.

Values from the calculation:
E_LUMO (eV): 0.165
Frontier orbital gap (eV): 8.53
Energy above the lowest of the compared OMol25 structures with the same formula, charge and spin (eV): 3.006
Calculated total energy (eV): -75278.275
HOMO level (eV): -8.36

```
10
Properties=species:S:1:pos:R:3:forces:R:3
C -0.3845 -0.1474 0.8184 -1.00 -0.66 0.03
C -0.5057 -0.8372 -0.3198 0.17 0.19 0.13
C 1.5137 0.9489 0.5755 0.31 -0.05 1.06
O 1.2859 1.8938 -0.2424 -0.13 1.06 -0.92
Br 2.8854 -0.2830 -0.0089 0.51 -0.18 -0.48
H -0.8622 0.8091 0.9551 -0.04 0.10 0.00
H -0.0037 -0.6206 1.7068 0.07 -0.02 0.14
H -0.0962 -1.8280 -0.4207 0.08 -0.18 0.02
H -0.9446 -0.4104 -1.2065 -0.12 0.13 -0.13
H 1.7370 1.9371 -1.1095 0.16 -0.38 0.15
```
Positions in Å, forces in eV/Å.